{
  "formula": "C34H94N8O9",
  "method": "wB97M-V/def2-TZVPD",
  "symbols": ["O", "O", "O", "O", "O", "O", "O", "O", "O", "N", "N", "N", "N", "N", "N", "N", "N", "C", "C", "C", "C", "C", "C", "C", "C", "C", "C", "C", "C", "C", "C", "C", "C", "C", "C", "C", "C", "C", "C", "C", "C", "C", "C", "C", "C", "C", "C", "C", "C", "C", "C", "H", "H", "H", "H", "H", "H", "H", "H", "H", "H", "H", "H", "H", "H", "H", "H", "H", "H", "H", "H", "H", "H", "H", "H", "H", "H", "H", "H", "H", "H", "H", "H", "H", "H", "H", "H", "H", "H", "H", "H", "H", "H", "H", "H", "H", "H", "H", "H", "H", "H", "H", "H", "H", "H", "H", "H", "H", "H", "H", "H", "H", "H", "H", "H", "H", "H", "H", "H", "H", "H", "H", "H", "H", "H", "H", "H", "H", "H", "H", "H", "H", "H", "H", "H", "H", "H", "H", "H", "H", "H", "H", "H", "H", "H"],
  "coordinates": [[-0.695, 1.056, -0.610], [-1.606, -3.504, 2.305], [0.410, -0.518, -2.529], [1.392, 1.568, 3.885], [-4.139, 1.693, 1.723], [-6.404, 0.950, -2.634], [5.838, 0.085, -1.945], [0.137, 5.563, 0.068], [3.497, -3.669, 2.270], [-1.348, -2.382, -3.818], [-6.219, 0.659, 4.580], [1.457, 3.039, -0.081], [4.630, 3.181, -0.431], [-0.172, 4.846, 3.149], [4.509, -5.578, 0.447], [-3.740, -0.569, -4.647], [1.295, -4.956, 0.640], [4.815, -3.538, 1.749], [-0.060, 3.445, 3.563], [0.095, -4.124, 0.769], [1.597, -1.192, -2.168], [-0.175, -1.851, -4.522], [-0.982, 2.586, 2.713], [1.379, 2.934, 3.520], [6.770, -4.777, 0.880], [-4.356, 2.245, 0.441], [-3.774, -0.222, -2.198], [-2.145, -3.578, 3.600], [-0.968, 6.434, 0.245], [4.814, 0.911, 0.554], [-1.234, 0.149, 0.363], [-0.013, 4.731, -1.059], [-0.200, -0.241, 1.389], [-5.023, 0.765, 3.729], [2.965, -2.410, 2.630], [5.283, 1.384, -1.875], [5.519, -0.552, -3.146], [-4.510, -0.644, 3.481], [1.227, 3.146, -2.527], [0.130, -0.497, -3.936], [-4.593, -0.349, -3.475], [5.362, -4.913, 1.442], [-5.514, 0.831, -3.708], [5.364, 1.920, -0.461], [-5.321, 1.492, 2.428], [-7.398, 1.949, -2.856], [1.266, 3.961, -1.236], [2.681, 1.001, 3.951], [-0.485, -1.685, -6.006], [-0.553, -4.410, 2.101], [-0.845, -4.373, -0.407], [-4.888, 1.738, -3.824], [3.005, -1.708, 1.787], [-0.769, 0.127, -3.989], [2.139, 4.618, -1.270], [0.285, -1.102, -6.521], [-3.137, -1.099, -2.070], [-6.638, 1.573, 4.723], [5.403, -5.474, 2.389], [-0.310, -4.240, -1.350], [-1.605, -0.722, -0.191], [-4.694, 3.289, 0.510], [2.927, 0.459, 3.028], [-0.237, 5.317, -1.964], [7.110, -5.703, 0.422], [1.797, -4.720, -0.209], [-4.320, -1.126, 4.441], [5.836, 2.041, -2.557], [-5.253, -1.256, 2.959], [-1.102, 7.095, -0.617], [-0.491, -2.658, -6.504], [-5.221, -1.248, -3.356], [2.417, -0.912, -2.834], [-2.896, -2.799, 3.698], [4.434, -0.695, -3.258], [-1.224, -5.398, -0.381], [0.911, 0.052, -4.471], [-6.935, 0.091, 4.139], [-6.915, 2.925, -2.949], [-2.935, -1.134, -4.381], [0.677, 5.338, 3.428], [-3.401, 2.260, -0.085], [-0.130, 4.916, 2.129], [3.719, 0.895, 0.495], [5.840, 0.023, -4.027], [5.071, 1.210, 1.575], [5.451, -3.033, 2.482], [3.444, 1.775, 4.089], [-8.037, 1.939, -1.976], [-1.693, -3.688, -0.366], [1.919, -4.714, 1.408], [-6.044, 0.871, 1.877], [2.688, 0.295, 4.780], [-0.821, 3.996, -0.916], [0.170, -4.342, 2.928], [0.281, 2.601, -2.594], [-0.747, 7.059, 1.108], [1.466, -2.281, -2.178], [-0.685, -0.627, 2.291], [4.226, 1.367, -2.184], [-6.004, 0.743, -4.692], [-0.931, -5.446, 2.083], [6.405, 2.151, -0.219], [-5.813, 2.434, 2.726], [4.922, -6.467, 0.196], [-3.140, 0.669, -2.212], [-1.365, -3.376, 4.352], [-0.938, 1.530, 2.953], [5.157, -0.115, 0.414], [0.689, -2.520, -4.422], [-4.267, 1.282, 4.323], [2.000, 3.498, 4.235], [-8.007, 1.701, -3.728], [7.466, -4.527, 1.685], [1.844, -0.913, -1.142], [6.000, -1.526, -3.169], [4.726, 3.645, 0.461], [-1.399, -3.391, -3.918], [0.474, 0.584, 1.626], [3.520, -1.983, 3.471], [1.919, -2.569, 2.888], [-0.268, 0.559, -1.329], [4.743, -2.986, 0.801], [3.639, 3.034, -0.604], [-2.565, -4.566, 3.817], [0.680, 2.366, -0.086], [-3.595, -0.655, 2.888], [0.358, -3.059, 0.711], [1.797, 3.076, 2.513], [1.301, 3.783, -3.416], [-5.085, 1.662, -0.129], [0.470, -1.047, 1.075], [-0.346, 3.365, 4.619], [-2.001, 2.942, 2.892], [-4.274, -1.085, -5.335], [-1.444, -1.198, -6.171], [-4.450, -0.181, -1.345], [6.804, -3.957, 0.164], [3.581, -5.768, 0.806], [-1.223, -2.226, -2.820], [2.072, 2.463, -2.618], [1.226, 3.616, 0.727], [-0.766, 2.777, 1.657], [-2.081, 0.644, 0.836], [-1.878, 5.854, 0.428]],
  "forces_ev_per_a": [[-0.25, 0.29, 0.18], [-0.13, 0.21, -0.13], [0.03, -0.20, -0.34], [-0.09, 0.06, 0.10], [0.14, 0.03, -0.39], [-0.60, 0.19, -0.14], [-0.08, -0.06, 0.16], [-0.25, 0.36, -0.01], [0.29, 0.11, 0.18], [0.27, -0.27, 0.31], [-0.01, 0.23, -0.09], [-0.43, 0.53, -0.08], [0.29, 0.20, -0.51], [0.58, 0.10, -0.28], [0.15, 0.21, 0.04], [0.05, 0.56, 0.09], [-0.19, -0.06, 0.35], [-0.57, -0.38, -0.22], [0.29, -0.40, 0.22], [0.34, 0.23, -0.83], [0.07, -0.21, 0.17], [-0.11, 0.00, -0.29], [-0.51, 0.88, 0.29], [0.07, -0.01, -0.14], [0.03, 0.26, 0.48], [0.15, 0.36, -0.04], [-0.10, 0.06, -0.22], [0.35, 0.12, 0.33], [0.18, -0.02, 0.10], [-0.26, -0.15, 0.23], [0.26, -0.01, -0.77], [0.04, 0.09, -0.48], [0.59, -0.56, 0.24], [-0.26, -0.75, 0.33], [-0.11, -0.16, -0.21], [0.17, 0.04, -0.15], [-0.17, 0.02, -0.50], [0.09, -0.20, 0.11], [-0.10, 0.32, -0.37], [-0.39, 0.80, 0.68], [-0.14, -0.98, 0.03], [-0.09, -0.35, -0.08], [0.88, 0.50, -0.45], [-0.29, -0.04, 0.50], [-0.26, -0.04, 1.00], [0.48, -0.59, 0.47], [0.44, -1.23, 0.03], [-0.04, 0.01, -0.25], [0.28, -0.28, -0.32], [-0.19, -0.33, 0.04], [-0.09, -0.23, 0.30], [-0.09, -0.08, 0.25], [0.04, 0.01, 0.00], [-0.02, -0.13, -0.19], [-0.18, 0.23, 0.07], [0.02, 0.03, 0.15], [0.00, 0.02, -0.04], [0.07, -0.02, 0.07], [-0.01, 0.02, -0.05], [0.00, 0.08, -0.03], [-0.14, -0.09, 0.32], [-0.15, -0.10, 0.07], [-0.06, 0.10, 0.01], [-0.02, 0.11, 0.16], [-0.01, 0.00, -0.10], [-0.03, 0.00, 0.00], [0.05, 0.02, -0.02], [-0.18, 0.11, -0.01], [-0.04, 0.11, -0.06], [-0.03, -0.15, -0.10], [-0.18, 0.02, 0.06], [-0.19, 0.24, 0.24], [0.01, -0.03, 0.05], [-0.11, -0.16, -0.09], [0.10, -0.01, 0.12], [0.03, 0.03, -0.02], [0.23, -0.31, 0.01], [0.10, -0.06, -0.07], [-0.17, 0.11, -0.19], [-0.20, -0.13, -0.09], [-0.24, 0.08, 0.27], [0.00, -0.16, 0.00], [-0.16, -0.23, 0.21], [0.05, 0.07, -0.07], [0.12, -0.01, 0.13], [-0.01, 0.07, -0.06], [0.08, 0.16, -0.11], [0.03, -0.11, 0.18], [-0.02, 0.10, 0.00], [0.02, 0.00, -0.05], [0.06, -0.04, -0.21], [0.03, 0.16, -0.23], [0.13, 0.03, 0.05], [-0.10, 0.15, 0.04], [0.09, 0.05, -0.10], [0.15, -0.17, 0.00], [-0.08, -0.08, 0.09], [0.03, 0.04, -0.16], [0.08, 0.20, 0.07], [0.03, -0.06, -0.01], [-0.33, -0.26, 0.24], [0.04, 0.04, 0.10], [0.06, -0.14, -0.08], [0.07, 0.11, -0.47], [-0.05, -0.02, -0.03], [-0.01, -0.01, 0.04], [-0.06, -0.06, -0.06], [0.11, 0.12, 0.00], [0.22, 0.09, -0.13], [0.10, 0.13, 0.03], [0.01, 0.29, -0.22], [-0.04, 0.07, -0.13], [0.07, 0.17, -0.15], [0.02, -0.04, -0.05], [0.00, 0.15, -0.07], [0.07, -0.03, 0.08], [-0.04, -0.05, 0.05], [-0.08, 0.04, -0.15], [-0.35, 0.09, 0.18], [-0.10, 0.03, 0.05], [0.03, 0.11, 0.17], [-0.11, -0.11, 0.13], [0.26, 0.21, 0.14], [0.02, -0.13, 0.35], [-0.12, 0.03, -0.08], [0.30, -0.05, -0.30], [-0.02, 0.11, -0.01], [-0.06, 0.05, 0.31], [0.07, -0.09, 0.08], [-0.16, 0.13, 0.18], [0.01, 0.02, -0.03], [-0.18, -0.03, -0.37], [-0.24, 0.07, -0.09], [-0.04, -0.14, -0.13], [0.17, 0.00, -0.13], [-0.04, 0.03, 0.12], [0.07, 0.12, 0.06], [0.04, -0.14, -0.26], [0.08, -0.01, 0.08], [-0.02, 0.03, -0.02], [-0.09, -0.16, 0.32], [0.40, -0.06, 0.08], [0.01, -0.32, -0.02], [0.03, 0.01, -0.01], [-0.08, 0.13, -0.01]],
  "mulliken_charge": [0.445, -0.144, 0.199, -0.367, -0.032, -0.243, -0.277, -0.426, -0.375, -0.335, -0.753, 0.497, -0.766, -0.652, -0.670, -0.598, -0.753, -0.729, 0.341, 1.972, -0.453, 0.532, -0.567, -0.617, -1.360, -0.591, -0.668, -0.451, -0.846, -0.761, 1.486, -0.395, 0.816, 0.710, -0.583, 0.061, -0.652, -1.158, -0.783, -1.267, 0.316, 0.579, -0.876, 0.095, -0.875, -0.863, 0.198, -0.322, -1.631, -1.134, -1.758, 0.311, 0.049, 0.309, 0.668, 0.387, 0.077, 0.260, 0.275, 0.429, -0.046, 0.388, -0.238, 0.663, 0.390, 0.374, 0.367, 0.361, 0.324, 0.346, 0.391, 0.188, 0.106, -0.185, 0.169, 0.374, 0.575, 0.276, 0.333, 0.249, 0.329, -0.177, 0.263, -0.138, 0.345, 0.392, 0.371, 0.428, 0.247, 0.350, 0.385, 0.309, 0.303, -0.198, 0.410, 0.055, 0.277, 0.036, 0.433, -0.447, 0.405, 0.395, 0.413, 0.268, 0.261, 0.045, 0.347, 0.301, 0.340, 0.408, 0.194, 0.512, 0.355, 0.355, -0.053, 0.274, 0.292, 0.278, -0.366, 0.518, 0.219, -0.206, 0.183, 0.084, 0.345, -0.384, 0.031, -0.788, 0.366, 0.547, 0.323, -1.402, 0.412, 0.145, 0.251, 0.300, 0.448, 0.317, 0.153, -0.234, -0.194, -0.077, -0.199, -1.116, 0.275],
  "smiles": "COC[C@H](C)N.COC[C@H](C)N.COC[C@H](C)N.COC[C@H](C)N.COC[C@H](C)N.COC[C@H](C)N.COC[C@H](C)N.COC[C@H](C)N.CCO",
  "gap_ev": 9.32,
  "relative_energy_kcal_mol": 0.00
}